1.
Density functional theory data (ωB97M-V/def2-TZVPD) for a 9-piece molecular cluster, C15H40O11 overall in a non-equilibrium geometry.

XYZ file:
```
66
Properties=species:S:1:pos:R:3
O -2.25697 -2.54023 -0.98893
C -3.12096 -2.66202 -1.82721
C -4.07102 -1.62537 -2.23919
C -5.07658 -2.40460 -3.09171
C -4.19723 -3.58582 -3.62489
O -3.33535 -3.80862 -2.48302
H -4.52243 -1.15077 -1.34986
H -3.45583 -0.90674 -2.80764
H -5.82728 -2.86398 -2.45510
H -5.62246 -1.84161 -3.85490
H -4.87409 -4.41175 -3.88347
H -3.61702 -3.28010 -4.49003
O 4.39621 5.72082 0.43267
C 3.90077 4.64894 0.59081
C 3.23005 4.14971 1.84761
C 2.34261 2.98493 1.24396
C 3.30161 2.48650 0.18577
O 3.92959 3.65842 -0.30948
H 4.03540 3.80085 2.51201
H 2.57466 4.91759 2.23850
H 2.09716 2.21723 1.98861
H 1.42952 3.31647 0.74730
H 4.06662 1.84283 0.58818
H 2.79508 1.97789 -0.64750
C 1.96242 -1.78245 4.00748
O 3.01903 -2.70749 4.05929
H 2.27843 -0.91446 4.58269
H 1.74601 -1.47975 2.98044
H 1.01018 -2.09566 4.45238
H 2.76642 -3.48265 3.57860
C -0.11743 -3.85519 -3.62778
O 0.26800 -3.49852 -2.32604
H -0.50027 -4.89532 -3.60602
H -0.90351 -3.18139 -4.01560
H 0.73010 -3.78725 -4.29021
H -0.52143 -3.54562 -1.74543
C -2.87435 1.27036 -0.56978
O -2.74848 1.74649 0.74974
H -3.92498 1.08172 -0.77730
H -2.48468 1.97143 -1.33532
H -2.34277 0.32794 -0.66461
H -3.25875 2.56647 0.74377
C 2.60782 -3.20986 0.24848
O 2.69589 -4.23237 -0.71814
H 3.33703 -3.46252 1.03214
H 2.85746 -2.22780 -0.20499
H 1.59725 -3.12921 0.67345
H 1.96896 -4.12228 -1.36321
C -0.09322 1.72726 4.22876
O -0.12070 2.32824 5.57925
H -1.03405 1.21297 4.08631
H 0.00977 2.47840 3.45968
H 0.72457 1.01772 4.11687
H 0.63326 2.91528 5.69209
C 0.18597 4.03374 -1.62419
O 0.51478 3.34774 -2.80218
H -0.23564 3.36298 -0.86346
H 1.04213 4.57997 -1.24842
H -0.60428 4.76114 -1.86217
H 0.68459 3.99757 -3.49425
C 0.34878 -0.08688 0.51247
O 0.10598 0.32982 1.79296
H -0.26244 -0.96761 0.20781
H 0.20787 0.67467 -0.26144
H 1.37697 -0.43740 0.53186
H -0.77481 0.72925 1.76150
```

Its spin multiplicity is 1. Its total energy is -38723.0256 eV. The value obtained for the HOMO-LUMO gap is 9.852 eV. The HOMO energy comes out at -9.672 eV.

These are the Löwdin partial charges, in e, on atoms 1 to 6:
1 O 0.104
2 C -0.513
3 C -0.092
4 C -0.131
5 C -0.116
6 O 0.030

2.
Density functional theory data (ωB97M-V/def2-TZVPD) for a 2-piece molecular cluster, C2H6N2O overall.

XYZ file:
```
11
Properties=species:S:1:pos:R:3
N -1.10437 -0.28910 1.22879
C -1.39382 0.86585 0.55973
O -1.01261 1.10242 -0.56076
H -0.33239 -0.84489 0.88445
H -1.21308 -0.33755 2.22888
H -2.04124 1.50819 1.17538
C 1.96983 -0.34934 -1.04346
N 1.74074 -1.25043 -0.19330
H 2.72686 0.39198 -0.80390
H 1.41847 -0.20325 -1.97586
H 1.12408 -1.99160 -0.52557
```

Its spin multiplicity is 1. For the energy above the lowest of the compared OMol25 structures with the same formula, charge and spin, the calculation gives 33.61 kcal/mol. Its total energy is -7198.3302 eV. The value obtained for the HOMO-LUMO gap is 11.167 eV. The HOMO energy comes out at -10.113 eV.

These are the Löwdin partial charges, in e, on atoms 1 to 6:
1 N 0.112
2 C -0.419
3 O 0.005
4 H 0.057
5 H 0.090
6 H 0.121

3.
Density functional theory data (ωB97M-V/def2-TZVPD) for one molecule with the formula C3H4N2O.

XYZ file:
```
10
Properties=species:S:1:pos:R:3
O -1.71613 -1.07120 -0.13192
C -0.63192 -0.25906 -0.08061
C -0.43123 1.09201 -0.11141
N 0.91735 1.36373 0.00116
C 1.50710 0.20334 0.07873
N 0.60666 -0.82806 0.03865
H -2.47263 -0.58683 0.21928
H -1.16663 1.87859 -0.21813
H 2.57073 0.03403 0.18331
H 0.79439 -1.81768 0.01202
```

Its spin multiplicity is 1. For the energy above the lowest of the compared OMol25 structures with the same formula, charge and spin, the calculation gives 15.78 kcal/mol. Its total energy is -8203.2012 eV. The value obtained for the HOMO-LUMO gap is 9.043 eV. The HOMO energy comes out at -8.381 eV.

These are the Löwdin partial charges, in e, on atoms 1 to 6:
1 O 0.070
2 C -0.381
3 C -0.112
4 N 0.040
5 C -0.217
6 N 0.114

4.
Density functional theory data (ωB97M-V/def2-TZVPD) for C37H48N3O4S2SeV as an isolated structure.

XYZ file:
```
96
Properties=species:S:1:pos:R:3
V 1.94301 -0.56711 -0.20005
C -4.66491 0.78936 -3.69552
C -3.44999 1.70231 -3.92218
C -3.22391 1.90129 -5.42905
C -3.73483 3.06265 -3.28585
C -2.21484 1.04019 -3.31999
C -1.45856 1.64332 -2.31382
C -0.36910 0.96492 -1.82798
Se 0.73141 1.64073 -0.39530
C -0.52391 1.22788 0.99554
C -1.48458 2.09396 1.44730
C -2.39910 1.62009 2.39246
C -2.26440 0.30257 2.82292
C -1.28723 -0.59510 2.39108
C -0.40486 -0.08500 1.44492
O 0.67867 -0.74750 0.93241
C -1.25225 -2.00241 2.99825
C -0.22967 -2.94205 2.35334
C -2.63995 -2.64794 2.84570
C -0.90620 -1.86063 4.49022
C -3.51533 2.49371 2.95647
C -4.86681 1.82631 2.65960
C -3.32424 2.62685 4.47611
C -3.51418 3.89210 2.33904
C 0.02269 -0.28409 -2.30300
O 1.17535 -0.77494 -1.72604
C -0.69712 -0.91901 -3.30698
C -1.80742 -0.21367 -3.77163
C -0.38315 -2.28953 -3.92017
C -0.12778 -2.09867 -5.42505
C 0.84464 -2.97891 -3.31778
C -1.59227 -3.21380 -3.70854
H -5.55592 1.25392 -4.11969
H -4.84002 0.62733 -2.62976
H -4.54068 -0.18353 -4.17327
H -4.10195 2.37329 -5.87114
H -3.06122 0.95461 -5.94602
H -2.36164 2.54451 -5.61382
H -4.62158 3.49502 -3.74871
H -2.91200 3.76484 -3.43892
H -3.93574 2.97634 -2.21455
H -1.72177 2.61501 -1.91781
H -1.52926 3.11044 1.08093
H -2.96463 -0.05241 3.56659
H -0.40090 -3.05796 1.28117
H -0.33871 -3.92644 2.80849
H 0.79593 -2.61457 2.52290
H -2.92013 -2.73008 1.79338
H -3.41952 -2.08964 3.36351
H -2.61959 -3.65114 3.27219
H 0.07673 -1.40357 4.61988
H -0.89049 -2.84644 4.95698
H -1.63836 -1.24985 5.01957
H -4.94980 0.84158 3.12115
H -5.02027 1.71405 1.58411
H -5.67385 2.44473 3.05466
H -3.36375 1.65895 4.97777
H -4.11754 3.24878 4.89247
H -2.36610 3.09485 4.70934
H -3.67045 3.85822 1.25758
H -2.58799 4.43207 2.54874
H -4.33134 4.47141 2.76820
H -2.39644 -0.67941 -4.55003
H 0.72695 -1.44141 -5.59685
H -0.99129 -1.67249 -5.93560
H 0.08649 -3.06461 -5.88421
H 1.75425 -2.39652 -3.47493
H 0.97509 -3.93983 -3.81545
H 0.72191 -3.17763 -2.25158
H -2.49625 -2.82417 -4.17585
H -1.79433 -3.35957 -2.64516
H -1.38576 -4.18833 -4.15255
N 9.06690 0.40252 3.71788
C 7.81173 0.39392 3.24080
C 7.24939 -0.79842 2.72808
C 5.96929 -0.81191 2.24702
C 5.21531 0.37421 2.26729
C 5.75461 1.56862 2.77577
C 7.03632 1.57645 3.24918
S 3.62261 0.38009 1.70140
O 3.11578 -1.01711 1.62019
O 2.79354 1.35914 2.32601
N 3.53364 0.72555 0.04510
C 4.33343 -0.13380 -0.70944
S 5.94776 -0.01959 -1.22871
C 5.78667 -1.56747 -1.97304
C 4.53287 -2.05240 -1.84552
N 3.71900 -1.22868 -1.10404
H 9.61376 -0.43901 3.75977
H 9.46370 1.23291 4.12088
H 7.83461 -1.70893 2.73746
H 5.52862 -1.72945 1.88016
H 5.15024 2.46593 2.80521
H 7.45956 2.48749 3.65195
H 6.62098 -2.01541 -2.48845
H 4.16241 -2.98290 -2.24513
```

Its spin multiplicity is 1. For the energy above the lowest of the compared OMol25 structures with the same formula, charge and spin, the calculation gives 0.00 kcal/mol. As for the total charge: +2. Its total energy is -164498.9260 eV. The value obtained for the HOMO-LUMO gap is 5.459 eV. The HOMO energy comes out at -13.413 eV.

These are the Löwdin partial charges, in e, on atoms 1 to 6:
1 V 1.009
2 C -0.029
3 C -0.553
4 C -0.028
5 C -0.057
6 C -0.122

5.
Density functional theory data (ωB97M-V/def2-TZVPD) for one molecule with the formula C3H3F2I in a non-equilibrium geometry.

XYZ file:
```
9
Properties=species:S:1:pos:R:3
C -0.25494 0.75247 0.24214
C 0.62487 -0.19451 0.00476
I 2.88043 0.01102 -0.01320
C 0.18442 -1.54684 -0.40263
F 0.65242 -2.52374 0.45936
F -1.16666 -1.66861 -0.27056
H 0.05343 1.77354 0.46986
H -1.30394 0.34356 0.10825
H 0.41941 -2.02890 -1.34376
```

Its spin multiplicity is 1. For the energy above the lowest of the compared OMol25 structures with the same formula, charge and spin, the calculation gives 12.61 kcal/mol. Its total energy is -16693.9122 eV. The value obtained for the HOMO-LUMO gap is 9.603 eV. The HOMO energy comes out at -9.793 eV.

These are the Löwdin partial charges, in e, on atoms 1 to 6:
1 C -0.002
2 C -0.594
3 I 0.712
4 C -0.465
5 F -0.006
6 F 0.025

6.
Density functional theory data (ωB97M-V/def2-TZVPD) for C27H35ClN4O4P2Pb as an isolated structure in a non-equilibrium geometry.

XYZ file:
```
74
Properties=species:S:1:pos:R:3
Pb 0.38662 1.67904 -1.66309
C 1.55053 -1.32186 1.40983
C 1.55711 -2.05356 0.29326
C 0.67596 -3.23550 -0.00232
C -0.71213 -2.96771 -0.63614
C -1.56724 -1.90163 -0.01222
C -1.54943 -1.51944 1.26815
C -0.72706 -2.14655 2.35010
C 0.67018 -1.52030 2.60175
C -1.70999 1.65448 -0.99240
H 2.23297 -0.48182 1.50021
H 2.18503 -1.75189 -0.54852
H 0.55841 -3.84909 0.89840
H 1.23429 -3.84056 -0.73328
H -0.56916 -2.72706 -1.70395
H -1.27281 -3.91712 -0.60890
H -2.20810 -1.38308 -0.72596
H -2.13372 -0.65329 1.58365
H -0.61969 -3.22081 2.18058
H -1.28887 -1.99793 3.28219
H 0.54562 -0.54575 3.10175
H 1.19607 -2.16779 3.32137
H -1.93337 2.57889 -0.45071
H -1.97648 0.78545 -0.38140
H -2.25201 1.63699 -1.95700
P -2.69722 -7.79890 -2.63847
P 0.35218 -7.87307 -2.72220
N -3.91201 -7.80790 -1.37956
N -3.84984 -8.41138 -3.88288
N 0.98581 -8.08037 -1.09534
N 1.85620 -8.34218 -3.51788
C -1.91523 -9.45183 -2.21837
C -0.50919 -9.53474 -2.84089
C -3.98081 -6.76855 -0.43761
C -4.85618 -7.14191 0.56999
C -5.35206 -8.44980 0.24966
C -4.75730 -8.83638 -0.94660
C -4.19438 -7.61860 -4.98549
C -4.94130 -8.38122 -5.87277
C -5.07590 -9.68751 -5.31046
C -4.40900 -9.67447 -4.08712
C 1.11538 -6.98239 -0.23414
C 1.47287 -7.44030 1.02127
C 1.56622 -8.86466 0.95187
C 1.27011 -9.23208 -0.35719
C 2.78038 -9.35156 -3.21728
C 3.64632 -9.50202 -4.29626
C 3.23979 -8.56257 -5.30300
C 2.14801 -7.86886 -4.80841
H -2.52440 -10.31099 -2.54385
H -1.85440 -9.50822 -1.11844
H 0.06713 -10.35569 -2.38498
H -0.57905 -9.76963 -3.91704
H -3.38960 -5.88256 -0.59172
H -5.11449 -6.55482 1.43679
H -6.05586 -9.03300 0.82492
H -4.85811 -9.74891 -1.50869
H -3.86241 -6.59321 -5.02456
H -5.34365 -8.04577 -6.81963
H -5.58665 -10.53777 -5.74277
H -4.28995 -10.46688 -3.36504
H 0.93457 -5.98976 -0.61832
H 1.65103 -6.82692 1.89528
H 1.81611 -9.54362 1.75317
H 1.24187 -10.21004 -0.80699
H 2.75020 -9.87050 -2.27527
H 4.46956 -10.19800 -4.35751
H 3.69780 -8.42244 -6.27069
H 1.53568 -7.09153 -5.23249
O 1.90919 3.90715 1.46764
Cl 0.69560 3.38582 0.92816
O -0.48664 3.87608 1.59118
O 0.62132 3.76158 -0.56640
O 0.70091 1.88818 0.91471
```

Its spin multiplicity is 1. For the energy above the lowest of the compared OMol25 structures with the same formula, charge and spin, the calculation gives 0.00 kcal/mol. Its total energy is -79054.5785 eV. The value obtained for the HOMO-LUMO gap is 7.514 eV. The HOMO energy comes out at -8.500 eV.

These are the Löwdin partial charges, in e, on atoms 1 to 6:
1 Pb 1.273
2 C -0.118
3 C -0.108
4 C -0.212
5 C -0.180
6 C -0.125